ORCA calculation (ωB97M-V with the def2-TZVPD basis set) on a structure of composition C45H50NO3PbS5Te.

Geometry as ORCA input:
```
! wB97M-V def2-TZVPD RIJCOSX def2/J DEFGRID3
* xyz 1 1
C 4.3734 3.6584 3.9256
H -1.4077 -4.9394 -3.4438
O -1.2712 -1.9129 -1.9331
C -3.8000 2.1364 -1.3490
H 0.1054 4.1728 -1.0050
H 4.6627 -0.1247 4.6176
C -3.8625 -1.4543 1.0239
H 2.3782 -0.8067 4.4700
C -4.5631 0.8611 -3.3888
C 3.3934 0.3455 1.4795
C -0.7396 -4.0921 -3.3049
C 1.1738 -0.7501 2.7216
C 3.1098 3.1738 4.2270
H 3.6567 -1.4635 -0.4628
H -4.3180 4.2207 -1.4492
C 2.0061 3.6225 3.5166
H 1.8146 4.1128 -0.5889
C 1.4870 -3.4687 -2.5066
H -2.0265 1.7369 2.3287
H 1.0215 3.2450 3.7594
O -0.3290 -0.7752 4.5221
C 3.4557 0.0108 -4.0242
C -4.4585 -1.5833 -1.8215
C -2.8268 1.0153 2.1774
H 3.3962 0.4224 -5.0227
H -4.1544 1.6782 -3.9772
C 4.3535 -1.6060 -2.4845
H -3.6321 1.2790 2.8670
C -3.0257 3.5104 0.5936
C 0.0107 -1.3054 3.4857
H 3.5625 5.7892 1.4268
C 0.8110 3.9141 -0.2166
H -3.4467 -4.3693 3.6917
S 0.1265 -0.5554 -5.3848
C 0.7185 -3.5154 -1.1936
H 5.1464 1.1621 3.5129
C 2.7898 0.0567 -1.7093
C 1.0728 -0.3950 1.3701
Te 0.4933 5.2522 1.4293
H 0.9031 -2.7052 -0.4879
Pb -1.0652 0.2445 -1.0183
H -4.2710 -0.0649 -3.8764
H -2.4042 3.4351 1.4789
S 0.4991 2.6295 -5.9546
C 4.7862 0.1357 3.5679
H -4.0231 -1.6812 -2.8133
S -1.2693 0.3859 -4.5040
H -3.0046 3.7833 -2.5212
H 1.2893 2.2963 1.1122
C -1.8858 -2.9064 3.5968
H 1.4626 -2.4544 -2.9108
H -0.2451 -5.2303 0.9893
C 3.6042 -1.0472 -1.4606
C -3.3125 0.9977 0.7475
C 2.7285 0.5878 -2.9989
C 3.4968 -0.0244 2.8165
H 5.5655 -0.5074 3.1564
H 0.8581 -3.1002 1.6270
C 2.2069 0.2022 0.7737
S -1.0022 2.3915 -4.8376
H -4.6995 -2.0696 0.7011
S -1.0217 -3.3963 -1.6487
H 5.5207 4.9734 2.6786
H -4.0325 -1.2019 2.0667
C -0.0938 -3.3782 2.0612
C 2.3571 -0.5386 3.4205
C -0.6794 -2.5433 3.0078
H 2.5299 -3.7408 -2.3665
C -1.9250 -4.9165 2.2840
C 2.1650 4.5623 2.5022
H -5.5412 -1.6830 -1.9291
C 4.2761 -1.0816 -3.7671
H -2.4329 0.0469 2.4746
H 2.1149 1.4594 -3.1804
H 0.9222 -5.4580 -3.1247
C -4.0917 -0.2664 -1.1869
C -0.7124 -4.5652 1.7039
C 0.6933 2.4636 0.2118
C -2.5101 -4.0873 3.2307
H 2.9766 2.4490 5.0189
C 4.5369 4.5875 2.9091
C 2.0376 0.6991 -0.6106
C -3.3618 2.1768 -0.0154
H 4.9992 -2.4504 -2.2809
H 1.0691 -4.3335 -4.4708
C 3.4352 5.0445 2.2018
H -2.9625 -2.0748 0.9907
N 1.1644 1.6096 -0.8964
C -3.7478 -0.2142 0.1732
H -4.6606 3.3463 -2.9219
H -0.3461 2.2511 0.4991
H -4.1022 -2.4254 -1.2360
H 4.8634 -1.5163 -4.5648
H 5.2321 3.3205 4.4895
H 4.2449 0.7939 0.9796
H -2.5067 4.1552 -0.1152
H 0.8381 -4.4734 -0.6834
H -2.4059 -5.8458 2.0086
H -3.9390 4.0340 0.8875
H -1.0440 -3.2805 -3.9674
H -5.6515 0.9246 -3.4584
C -4.1186 0.9124 -1.9498
O -0.0492 -0.6428 0.6954
H -2.3099 -2.2599 4.3536
C 0.7471 -4.4255 -3.4344
C -3.9530 3.4326 -2.1042
*
```

Calculated values
Gap between HOMO and LUMO   5.165 eV
Lowest unoccupied orbital energy   -4.89 eV
Relative energy (zero: lowest compared OMol25 entry of this formula, charge and spin)   4.3 kcal/mol
HOMO energy   -10.050 eV
Energy   -121821.82699 eV

Atom charges from the Löwdin analysis, given in e for atoms 1 to 99:
1 C -0.095
2 H 0.094
3 O -0.723
4 C -0.206
5 H 0.042
6 H 0.084
7 C -0.020
8 H 0.133
9 C -0.050
10 C 0.022
11 C -0.283
12 C -0.075
13 C -0.086
14 H 0.119
15 H 0.085
16 C -0.148
17 H 0.055
18 C -0.224
19 H 0.074
20 H 0.094
21 O 0.115
22 C -0.083
23 C -0.036
24 C -0.017
25 H 0.104
26 H 0.059
27 C -0.081
28 H 0.111
29 C -0.044
30 C -0.303
31 H 0.094
32 C -0.492
33 H 0.111
34 S 0.141
35 C -0.304
36 H 0.056
37 C -0.151
38 C -0.300
39 Te 1.290
40 H 0.071
41 Pb 1.552
42 H 0.056
43 H 0.042
44 S 0.144
45 C -0.040
46 H 0.070
47 S -0.092
48 H 0.085
49 H 0.098
50 C -0.024
51 H 0.098
52 H 0.092
53 C -0.033
54 C -0.246
55 C -0.034
56 C -0.254
57 H 0.086
58 H 0.109
59 C -0.137
60 S -0.024
61 H 0.090
62 S 1.007
63 H 0.108
64 H 0.083
65 C -0.031
66 C 0.038
67 C -0.146
68 H 0.114
69 C -0.068
70 C -0.579
71 H 0.108
72 C -0.062
73 H 0.061
74 H 0.099
75 H 0.119
76 C -0.236
77 C -0.090
78 C -0.349
79 C -0.068
80 H 0.111
81 C -0.077
82 C -0.221
83 C -0.229
84 H 0.112
85 H 0.122
86 C -0.143
87 H 0.086
88 N -0.016
89 C -0.237
90 H 0.078
91 H 0.061
92 H 0.064
93 H 0.111
94 H 0.106
95 H 0.140
96 H 0.071
97 H 0.092
98 H 0.108
99 H 0.108

***

ORCA calculation (ωB97M-V with the def2-TZVPD basis set) on a structure of composition C22H52Cl20GaN4.

Geometry as ORCA input:
```
! wB97M-V def2-TZVPD RIJCOSX def2/J DEFGRID3
* xyz -1 1
H 15.0071 -4.6571 0.4271
C -3.1556 1.1380 0.7862
C -11.1271 3.2306 -5.4748
H 12.7419 -5.1129 2.4776
Cl -11.7337 1.6519 -6.0346
C 3.1791 -0.8853 1.4746
H -6.3915 -0.2119 -7.6257
C -7.6873 -0.5890 -5.9472
H -12.6505 3.4458 -3.9363
H -5.3628 4.0550 -2.0532
H 3.8835 2.6718 5.3216
H -10.2879 3.0268 -4.8032
C 11.3653 -0.3299 3.4508
H 11.8494 -1.8510 2.0050
H 11.6866 -0.8627 4.3516
H -5.8842 1.2359 -3.2042
H -1.2544 0.8414 3.9112
H -10.7428 3.7743 -6.3439
Cl 0.5481 2.6324 -0.9332
C -4.5650 0.6716 1.5528
Cl 1.4600 2.7994 -4.2242
H 3.3153 3.7335 -3.1367
Cl -8.8101 -0.2122 2.0560
C 10.9708 -1.2923 2.3418
H -4.8023 -1.3210 2.3199
H 7.9746 -3.1546 -1.7306
Cl 1.7232 -2.1663 -0.4671
H 5.4433 -2.8373 -1.7091
C 4.1755 0.5223 5.1461
C 7.4920 -2.1725 -1.7394
H -5.3147 -1.1191 0.6691
C 4.3489 1.9475 4.6454
N -4.6402 -0.8332 1.4120
Cl 8.5722 -1.0176 -0.9195
Cl 10.0313 0.7617 3.9007
C -8.6550 -2.5426 3.4972
C -6.3080 -0.5403 -6.5851
H 5.6722 -1.2225 -1.0168
C 2.8959 -2.2517 0.8709
H 4.5493 -0.2074 4.4213
H -0.1884 1.6789 2.8244
H -8.3567 -1.2051 -6.5549
H -5.4595 1.3497 3.3431
N -0.6672 0.7777 3.0503
H -11.7491 4.9265 -4.3019
H -5.7546 2.3378 1.4043
H -5.8254 -1.5224 -6.5764
H -0.5255 -0.2091 0.3719
Cl 4.0786 0.1709 0.3569
Cl -5.2278 0.6146 -5.7653
C -6.1886 2.1349 -2.6594
H -8.2516 -2.3888 1.3868
H 1.8149 4.5673 -2.6976
H 2.4629 -2.9105 1.6299
C 2.2032 2.7389 -1.5829
H -6.6397 0.9254 1.0791
H 12.1930 0.3031 3.1171
C 13.6732 -5.3983 1.9786
H -8.2711 -3.5667 3.5332
H 10.5532 -0.7636 1.4794
C 14.0263 -4.4328 0.8584
H -4.1523 0.3451 3.5985
Cl -7.5749 2.8569 -3.5135
C -5.0352 3.1137 -2.5061
H 7.4085 -1.8441 -2.7799
H 5.4134 2.1884 4.5699
H 2.5656 1.7214 -1.7589
H -2.9798 2.2922 0.9435
C -12.1939 4.0288 -4.7420
Cl -4.2609 3.4908 -4.0656
H -4.2616 2.6796 -1.8658
N -4.4726 1.1475 3.0110
Cl 3.6521 2.1800 3.0224
Cl -13.4913 4.5775 -5.8320
C 6.1127 -2.2212 -1.1014
Cl 9.7741 -2.4935 2.8873
Cl 14.9546 -5.4958 3.2119
H -2.0929 -1.4706 1.9874
H -8.1278 0.4097 -5.8625
H -3.2789 0.9353 -0.3811
Ga -1.6008 0.0007 1.5368
H 13.2808 -4.5001 0.0605
H 13.5462 -6.4069 1.5734
Cl 2.4724 0.1340 5.4945
H -6.9869 -1.6746 2.4017
Cl 14.0392 -2.7387 1.4092
H 3.8089 -2.7223 0.4934
C -8.0680 -1.8134 2.2991
Cl 6.1483 -2.9490 0.5242
H 2.2555 -0.3707 1.7587
Cl -8.2096 -1.7706 5.0393
C 2.2714 3.5834 -2.8455
H 2.8220 3.1896 -0.8009
H 4.7287 0.3872 6.0805
H -6.5492 1.8285 -1.6727
N -5.7279 1.4068 0.9024
H 3.7963 -0.9954 2.3712
Cl -7.6517 -1.3168 -4.3216
H -9.7470 -2.5908 3.4439
*
```

Calculated values
Gap between HOMO and LUMO   5.445 eV
Lowest unoccupied orbital energy   1.51 eV
HOMO energy   -3.937 eV
Energy   -332444.44202 eV

And the Löwdin charges, in e, turn out to be:
1 H 0.070
2 C -0.282
3 C -0.665
4 H 0.069
5 Cl 0.525
6 C -0.636
7 H 0.070
8 C -0.662
9 H 0.070
10 H 0.069
11 H 0.067
12 H 0.037
13 C -0.667
14 H -0.027
15 H 0.069
16 H 0.013
17 H -0.054
18 H 0.072
19 Cl 0.548
20 C -0.661
21 Cl 0.522
22 H 0.065
23 Cl 0.555
24 C -0.684
25 H 0.056
26 H 0.066
27 Cl 0.528
28 H 0.083
29 C -0.671
30 C -0.657
31 H 0.073
32 C -0.653
33 N 0.011
34 Cl 0.539
35 Cl 0.533
36 C -0.667
37 C -0.654
38 H 0.004
39 C -0.672
40 H 0.053
41 H -0.051
42 H 0.069
43 H 0.064
44 N -0.208
45 H 0.074
46 H 0.081
47 H 0.068
48 H -0.129
49 Cl 0.555
50 Cl 0.566
51 C -0.671
52 H 0.076
53 H 0.065
54 H 0.079
55 C -0.687
56 H -0.003
57 H 0.071
58 C -0.661
59 H 0.072
60 H 0.047
61 C -0.643
62 H 0.058
63 Cl 0.515
64 C -0.646
65 H 0.072
66 H 0.067
67 H 0.043
68 H 0.047
69 C -0.665
70 Cl 0.513
71 H 0.058
72 N 0.031
73 Cl 0.556
74 Cl 0.523
75 C -0.653
76 Cl 0.527
77 Cl 0.533
78 H -0.108
79 H 0.056
80 H 0.045
81 Ga 0.150
82 H 0.076
83 H 0.073
84 Cl 0.546
85 H 0.036
86 Cl 0.585
87 H -0.032
88 C -0.656
89 Cl 0.583
90 H 0.063
91 Cl 0.530
92 C -0.674
93 H 0.064
94 H 0.067
95 H 0.051
96 N 0.018
97 H 0.049
98 Cl 0.538
99 H 0.066

***

ORCA calculation (ωB97M-V with the def2-TZVPD basis set) on a structure of composition C16H30N6ORhS.

Geometry as ORCA input:
```
! wB97M-V def2-TZVPD RIJCOSX def2/J DEFGRID3
* xyz 1 5
H -1.8474 1.1823 3.7793
C -2.3833 -1.8770 -0.2058
H -1.1611 -3.3304 0.8185
N -0.8837 6.1866 -3.5460
H -0.1925 2.5131 0.2292
H 0.5590 2.8503 0.0348
H -1.8668 -3.9018 -0.6534
S -2.0478 4.6282 -5.0478
N -0.8431 1.7443 0.5146
N 0.2377 -0.5630 1.9244
C -0.8892 -0.4858 2.8462
H -2.7078 0.5891 2.4000
H -1.7122 -0.6620 -1.6460
N -0.4073 1.5216 -1.2003
C -2.7974 0.4958 -0.4045
C -0.9857 3.6964 -2.9091
C -0.0589 -2.8158 -0.9749
H 1.6105 -1.8902 2.8156
H -0.1424 2.2334 2.4085
N -1.8335 -0.5867 -0.6087
C -0.0001 2.7043 -0.8831
H -1.4718 0.2805 -2.6335
H 2.0031 -3.1423 0.6070
H -1.7085 2.0804 -1.3370
C -1.1443 1.2877 -2.3968
H -2.8244 -1.8210 0.7960
H 2.5254 -1.4704 0.6582
H -0.5154 -0.5886 3.8734
H -1.5771 -1.3244 2.6904
C 0.8968 -1.8683 1.9829
H -3.2066 -2.1364 -0.8844
C -0.2880 3.8653 -1.7593
H -1.9985 2.0808 -4.1309
C -1.4353 2.3002 -3.2299
H 1.4936 -1.5693 -1.3070
H 0.4906 -3.7649 -1.0180
H -2.7098 2.6352 -0.0099
H -1.1104 6.9603 -4.1902
O 0.4434 -0.4222 -1.5222
C -1.3682 -3.0289 -0.2100
H -3.3895 0.3484 0.5015
C -1.6995 0.8157 2.7540
N 0.8379 -1.7473 -0.5104
H 0.1878 -2.6780 2.1695
H 0.9406 0.1231 2.2859
C -2.0415 1.8245 -0.3228
H -3.5110 0.5255 -1.2369
H -0.3201 -2.5906 -2.0172
H 0.0831 4.8247 -1.4316
Rh 0.0000 0.0000 0.0000
C -1.3018 4.8526 -3.8327
H -0.3500 6.4343 -2.7053
C 1.6344 -2.1116 0.6634
C -1.1015 1.9693 1.9440
H -1.7311 2.8596 2.0691
*
```

Calculated values
Gap between HOMO and LUMO (alpha / beta)   5.552 / 6.742 eV
Lowest unoccupied orbital energy (alpha / beta)   -2.51 / -3.30 eV
Relative energy (zero: lowest compared OMol25 entry of this formula, charge and spin)   489.7 kcal/mol
⟨S²⟩   6.032
HOMO energy (alpha / beta)   -8.060 / -10.043 eV
Energy   -41880.63970 eV

And the Löwdin charges, in e, turn out to be:
1 H 0.122
2 C -0.173
3 H 0.093
4 N 0.024
5 H -0.078
6 H 0.172
7 H 0.129
8 S 0.880
9 N -0.244
10 N -0.209
11 C -0.194
12 H 0.096
13 H 0.102
14 N -0.249
15 C -0.117
16 C -0.214
17 C -0.146
18 H 0.140
19 H 0.125
20 N -0.171
21 C -0.216
22 H 0.119
23 H 0.136
24 H 0.022
25 C -0.149
26 H 0.117
27 H 0.135
28 H 0.129
29 H 0.114
30 C -0.170
31 H 0.134
32 C 0.060
33 H 0.093
34 C 0.001
35 H 0.163
36 H 0.137
37 H 0.153
38 H 0.093
39 O -0.381
40 C -0.132
41 H 0.112
42 C -0.145
43 N -0.248
44 H 0.112
45 H 0.151
46 C -0.212
47 H 0.147
48 H 0.137
49 H 0.109
50 Rh 1.283
51 C -0.987
52 H 0.077
53 C -0.150
54 C -0.162
55 H 0.131

***

ORCA calculation (ωB97M-V with the def2-TZVPD basis set) on a structure of composition C38H37FIrN6O2.

Geometry as ORCA input:
```
! wB97M-V def2-TZVPD RIJCOSX def2/J DEFGRID3
* xyz 2 6
C -0.3391 3.2357 3.7334
C -2.5742 3.5002 2.9014
H 5.3063 2.5641 0.7509
C 3.3685 -2.4800 0.9277
C 3.9961 -2.7107 -0.2879
Ir -0.9029 0.5222 -0.1654
O 1.2562 -2.6218 -1.4728
C 2.3691 -1.4838 1.1020
C -0.0075 -4.1096 -0.1735
H -6.6349 2.4333 0.1484
C 0.2232 -2.8159 -0.6879
H 0.4686 3.4033 4.4438
H 2.6219 -1.5277 -4.3768
C 3.6246 3.8584 0.3086
C -5.1196 1.6736 -1.1664
C -3.5711 -0.7305 -4.4336
H -4.1488 -0.9440 -5.3399
H 2.8937 0.9221 -3.9066
H -5.0516 0.4704 -3.4540
H 3.9270 0.0516 -2.8335
H -1.8539 -1.9418 -4.9886
C -4.0735 0.0470 -3.3790
C -2.8314 -3.3273 2.0952
N -1.0671 1.9844 1.8167
H 3.7729 -2.9217 1.8516
H 0.2381 -1.1154 3.8039
F 0.3127 2.9634 -0.8035
O -2.2006 -1.0581 0.9266
C 1.5720 2.8317 -0.3061
C 1.8756 -0.5092 -2.6174
N 1.2230 0.4770 -0.0108
H 2.3843 -2.1608 3.0053
C 1.9126 -0.7856 -0.0242
C 3.4616 1.4713 0.3584
C -2.2875 2.5998 1.8804
H 1.8857 4.9199 -0.4706
C -1.5744 -0.9326 -3.1365
H 3.7810 -2.3921 -2.4177
C -3.7558 1.2431 -1.2113
C 1.6627 -1.3646 -3.8963
H -4.9443 3.1683 1.8871
C 2.9733 0.5209 -2.8547
C -3.3199 2.2361 0.8637
H 0.0637 -0.4265 2.1523
C 2.3040 3.9667 -0.1891
H 0.8280 1.8337 2.5201
C 1.9610 -1.2674 2.5767
H -2.4935 -2.8472 2.9840
C -1.5873 -2.0456 0.4990
C 2.7085 -0.0749 3.1594
H 0.7018 -4.9103 -0.3437
H -3.5150 4.0246 2.9982
C 2.0782 1.5817 0.0320
N -2.0656 -0.0870 -2.1665
C 0.5001 -1.2431 2.7684
H 2.2826 0.8388 2.7143
H 2.6110 0.0264 4.2332
H -0.5915 -1.3761 -2.9921
C 4.2370 2.6187 0.5083
H -5.7982 1.4288 -1.9879
H -3.0405 -4.3913 2.3306
N -2.8942 1.5180 -0.2314
C -1.0212 -4.3044 0.7001
C 2.1508 -1.3643 -1.3644
H -1.2428 -5.2638 1.1694
H -1.7303 4.6810 4.4926
N -1.8506 -3.2717 1.0331
C 3.4735 -2.1218 -1.4170
C -2.3345 -1.2825 -4.2666
H 4.8665 -3.3373 -0.2762
H 4.1649 4.8097 0.3965
H 3.8790 0.5106 0.5328
C -3.3110 0.3729 -2.3016
H 0.9034 0.0255 -2.4377
H 1.1875 -2.3165 -3.7349
H 3.7802 -0.1182 2.9594
H 1.0824 -0.8355 -4.6485
H 3.0128 1.4021 -2.1981
H 0.1154 -2.2156 2.4634
C -0.1159 2.3326 2.7086
C -5.5485 2.2354 0.0188
C -4.6394 2.6259 1.0034
N -0.5866 -1.8282 -0.4035
H -3.8040 -2.9338 1.8379
C -1.5744 3.8649 3.7767
*
```

Calculated values
Gap between HOMO and LUMO (alpha / beta)   7.201 / 6.587 eV
Lowest unoccupied orbital energy (alpha / beta)   -5.44 / -7.19 eV
Relative energy (zero: lowest compared OMol25 entry of this formula, charge and spin)   0.0 kcal/mol
⟨S²⟩   8.839
HOMO energy (alpha / beta)   -12.640 / -13.782 eV
Energy   -58582.11499 eV

And the Löwdin charges, in e, turn out to be:
1 C -0.017
2 C 0.004
3 H 0.130
4 C 0.005
5 C -0.040
6 Ir 1.397
7 O 0.034
8 C -0.125
9 C 0.063
10 H 0.141
11 C -0.340
12 H 0.125
13 H 0.088
14 C -0.015
15 C 0.037
16 C -0.009
17 H 0.135
18 H 0.117
19 H 0.105
20 H 0.075
21 H 0.125
22 C 0.014
23 C 0.012
24 N 0.038
25 H 0.135
26 H 0.099
27 F 0.037
28 O -0.040
29 C -0.240
30 C -0.326
31 N 0.007
32 H 0.122
33 C -0.178
34 C 0.004
35 C -0.180
36 H 0.135
37 C -0.065
38 H 0.129
39 C -0.178
40 C -0.051
41 H 0.116
42 C -0.028
43 C -0.165
44 H 0.047
45 C 0.026
46 H 0.075
47 C -0.365
48 H 0.095
49 C -0.519
50 C -0.032
51 H 0.139
52 H 0.117
53 C -0.236
54 N 0.027
55 C -0.049
56 H 0.048
57 H 0.091
58 H 0.070
59 C -0.026
60 H 0.118
61 H 0.117
62 N 0.025
63 C 0.014
64 C -0.266
65 H 0.154
66 H 0.134
67 N -0.026
68 C 0.060
69 C -0.027
70 H 0.118
71 H 0.128
72 H 0.110
73 C -0.235
74 H 0.111
75 H 0.074
76 H 0.094
77 H 0.089
78 H 0.071
79 H 0.082
80 C -0.105
81 C -0.010
82 C 0.019
83 N 0.135
84 H 0.104
85 C -0.025